[1]
C55H68CaFN8O6Sb2Te | wB97M-V/def2-TZVPD

The energy above the lowest of the compared OMol25 structures with the same formula, charge and spin is 0.814 eV. As for the molar mass: 1367.40 g mol⁻¹. The energy comes out at -123866.56995 eV. Its spin multiplicity is 1. The net charge is +1. The HOMO energy comes out at -8.7 eV. The gap between HOMO and LUMO comes out at 5.49 eV.

XYZ file:
```
142
Properties=species:S:1:pos:R:3:forces:R:3:mulliken_charge:R:1
Ca -1.815281 0.100676 -0.767180 2.4 1.1 -2.8 0.763
O -3.477481 2.553876 3.831020 -0.1 0.1 0.3 -0.709
C -2.331581 2.002176 4.236120 0.1 -0.1 -0.1 0.481
C -1.887581 2.283376 5.532120 -0.1 0.1 0.0 -0.604
C -0.700281 1.763576 5.999520 -0.1 0.0 -0.1 -0.783
C 0.068719 0.938676 5.189020 0.3 -0.1 0.0 -1.009
C -0.365281 0.637576 3.915420 -0.1 0.0 0.0 -0.228
C -1.556681 1.160176 3.414520 0.0 0.0 0.0 0.138
C -1.935481 0.835676 2.019620 -0.5 0.3 0.3 0.484
O -1.178981 0.130576 1.308420 0.5 -0.1 0.9 0.744
N -3.106381 1.328576 1.614320 -0.3 0.4 1.4 -1.721
N -3.332081 1.160676 0.314720 -1.8 0.9 0.1 1.218
C -4.502781 1.311776 -0.176380 0.1 0.2 1.0 -1.262
C -4.683981 1.118876 -1.595080 -0.6 0.0 -0.9 1.143
C -5.967081 1.101876 -2.157380 0.3 0.0 0.3 -1.189
C -6.107381 0.864176 -3.508780 0.2 0.0 -0.1 -0.584
C -4.964481 0.680476 -4.277380 -0.1 0.1 0.2 -0.903
C -3.732781 0.751276 -3.641780 -0.1 0.0 -0.5 -0.585
N -3.585881 0.952276 -2.343680 -0.1 0.0 0.2 0.527
H -3.656481 2.210376 2.909820 0.1 -0.1 -0.1 0.481
H -2.502481 2.913076 6.155820 -0.1 0.1 0.0 0.497
H -0.368281 1.999476 6.999320 0.0 0.0 0.1 0.393
H 1.001419 0.542076 5.560220 0.1 -0.1 0.0 0.473
H 0.200719 -0.016424 3.264320 0.1 0.0 0.0 0.286
H -5.372581 1.529676 0.445120 0.1 0.0 0.0 0.360
H -6.829081 1.267676 -1.529680 -0.1 0.0 0.1 0.556
H -7.089281 0.835776 -3.958280 0.0 0.0 0.0 0.444
H -5.034581 0.499476 -5.339280 0.1 0.0 -0.1 0.509
H -2.814981 0.661476 -4.219580 -0.1 -0.1 0.1 0.483
C -4.154581 -3.554924 -3.608080 0.2 0.4 0.1 -1.405
Sb -2.320681 -2.476924 -3.146580 -0.1 -0.9 -0.8 0.845
C -1.559581 -4.209324 -2.102380 0.0 0.3 -0.1 -1.591
C -1.357381 -3.074024 -5.065980 -0.6 0.3 0.3 -1.708
C 0.078819 -3.241524 -4.816380 0.5 -0.1 0.0 0.650
C 0.566819 -4.530524 -4.601580 0.1 0.0 0.0 -0.689
C 1.896319 -4.774624 -4.325680 0.1 -0.1 0.1 -0.769
C 2.787719 -3.716824 -4.268980 0.2 0.0 0.0 -0.772
C 2.322919 -2.431724 -4.474880 0.1 -0.1 -0.1 -0.587
C 0.980019 -2.163724 -4.732580 0.1 -0.4 0.0 1.081
C 0.585019 -0.752824 -4.938280 -0.4 0.3 0.3 -1.550
Sb 0.194419 0.411276 -3.095580 1.4 0.6 -1.2 0.550
C 2.201419 0.133176 -2.306180 -0.3 -0.1 -0.1 -1.050
C 0.710319 2.221976 -4.193280 -0.2 -0.1 0.2 -1.081
H -3.912781 -4.554524 -3.960680 0.1 0.0 0.0 0.445
H -4.737481 -3.040724 -4.365780 -0.1 0.1 -0.1 0.354
H -4.744781 -3.628924 -2.699880 -0.1 0.0 0.1 0.428
H -1.765681 -5.104924 -2.683080 0.0 0.0 -0.1 0.679
H -2.072281 -4.271624 -1.147680 -0.1 -0.1 0.1 0.501
H -0.490481 -4.120424 -1.932380 0.1 0.0 0.0 0.185
H -1.578581 -2.292624 -5.787280 0.0 0.1 -0.1 0.625
H -1.811681 -3.997624 -5.407980 -0.1 -0.1 0.0 0.658
H -0.123881 -5.360224 -4.665080 -0.1 -0.1 0.0 0.363
H 2.240319 -5.786924 -4.165780 0.0 -0.1 0.0 0.427
H 3.840419 -3.889924 -4.086580 0.0 0.0 0.0 0.432
H 3.018719 -1.602424 -4.466480 0.1 0.0 0.0 0.349
H -0.316781 -0.654824 -5.540880 0.0 0.1 -0.1 0.540
H 1.392819 -0.207124 -5.426580 -0.1 0.1 0.0 0.729
H 2.942519 0.613576 -2.944080 -0.1 0.0 0.0 0.599
H 2.410319 -0.932624 -2.255380 0.0 -0.1 0.0 0.272
H 2.248419 0.555676 -1.307580 0.0 0.1 0.1 -0.166
H 1.781319 2.402976 -4.173580 0.1 -0.1 0.0 0.409
H 0.194519 3.084476 -3.778580 0.0 0.0 0.0 -0.083
H 0.402519 2.099376 -5.227880 -0.1 0.0 -0.1 0.498
C -0.806681 -5.844924 3.910720 0.0 0.2 0.1 -1.042
C -1.026881 -4.353324 4.149220 0.1 -0.6 0.3 -1.085
N -0.801581 -3.594024 2.936020 -0.5 0.3 -0.2 0.432
C -1.872081 -3.242824 2.181120 0.1 0.0 -0.1 -0.172
C -1.815181 -2.572524 1.005620 -0.4 0.2 -0.4 -0.213
C -3.166481 -2.157024 0.401420 -0.1 -1.0 1.0 0.140
O -4.169481 -2.510924 1.002020 -0.3 -0.2 0.1 -0.869
O -3.119281 -1.472524 -0.653780 -1.2 -1.1 -0.4 -0.328
C -0.552181 -2.169924 0.453420 0.0 -0.8 0.8 0.613
O -0.372281 -1.635424 -0.648980 0.7 -0.3 0.1 0.029
C 0.583419 -2.465224 1.338920 0.1 -0.1 0.1 -0.779
C 1.836019 -1.970324 0.991320 0.2 -0.1 0.2 -0.239
C 2.936019 -2.247824 1.759020 -0.2 0.1 -0.2 0.745
F 4.138119 -1.726924 1.367720 -0.1 -0.1 0.1 -0.468
C 2.857619 -3.069024 2.890620 -0.3 0.1 -0.1 -0.668
C 1.601019 -3.521524 3.264320 -0.1 0.1 -0.1 -0.805
C 0.444819 -3.210424 2.532220 0.6 0.3 -0.5 0.231
N 3.962619 -3.470124 3.670220 0.0 0.1 0.1 0.159
C 5.176419 -2.699924 3.723120 0.1 0.1 -0.1 -0.885
C 6.222419 -3.153824 2.691220 -0.2 1.0 0.1 -0.658
N 6.453619 -4.616024 2.847820 0.4 -0.2 0.0 -0.047
C 5.178519 -5.370724 2.717720 -0.9 -0.4 0.2 -0.792
C 4.210719 -4.881724 3.807720 0.1 -0.1 -0.3 -0.743
H -0.956581 -6.397224 4.833720 0.0 -0.1 0.1 0.424
H 0.198819 -6.037024 3.542320 0.1 -0.1 0.0 0.246
H -1.511281 -6.211924 3.169220 -0.1 -0.1 -0.1 0.332
H -0.369681 -3.978924 4.937120 -0.1 0.0 0.0 0.475
H -2.056681 -4.181824 4.467220 0.1 0.1 0.0 0.488
H -2.850781 -3.519824 2.551520 0.0 0.0 0.1 0.707
H 1.928719 -1.375024 0.096220 0.0 0.1 -0.1 0.452
H 1.536919 -4.118124 4.158820 0.0 0.0 0.1 0.838
H 5.596319 -2.807724 4.731720 0.1 0.0 0.0 0.428
H 4.954619 -1.644524 3.569620 0.1 -0.1 0.0 0.392
H 7.158219 -2.616024 2.841520 0.1 -0.2 0.0 0.345
H 5.865719 -2.966424 1.678120 0.1 -0.2 0.1 0.449
H 6.841519 -4.791024 3.784820 0.0 0.0 -0.3 0.382
H 7.134319 -4.940124 2.151720 -0.1 0.0 0.3 0.356
H 5.373419 -6.438624 2.818020 0.2 0.1 0.0 0.437
H 4.752919 -5.168524 1.731320 0.2 0.0 0.1 0.367
H 4.634119 -5.083424 4.800220 0.0 -0.1 0.0 0.332
H 3.275819 -5.432624 3.715820 0.1 -0.1 0.0 0.394
C -1.984881 5.428476 -3.288780 -0.3 -0.3 0.1 -1.502
Te -1.748781 3.898376 -1.741580 0.1 1.0 -0.5 0.348
C 0.039919 5.037976 -1.285580 -0.2 -0.3 0.3 -0.943
C 0.239519 6.065676 -2.348280 -0.1 0.0 -0.2 0.395
C 1.403019 6.826176 -2.390080 0.0 0.0 0.0 -0.651
C 1.600919 7.747476 -3.402280 0.2 0.0 0.1 -0.653
C 0.623619 7.940876 -4.363180 -0.2 0.0 -0.1 -0.601
C -0.546781 7.206376 -4.307380 0.1 0.1 -0.1 -0.761
C -0.740581 6.254276 -3.314280 0.2 0.0 0.0 0.849
H -2.838981 6.061076 -3.049880 -0.1 -0.1 0.1 0.588
H -2.161181 4.993176 -4.271380 0.0 -0.1 0.0 0.485
H 0.891319 4.361676 -1.235780 0.0 -0.2 0.0 0.322
H -0.052881 5.511676 -0.308180 -0.1 0.0 0.1 0.535
H 2.159219 6.683476 -1.627880 0.1 0.0 0.0 0.475
H 2.522719 8.308376 -3.445980 0.1 0.1 0.0 0.415
H 0.774219 8.658176 -5.156580 0.0 0.1 0.0 0.406
H -1.319181 7.358276 -5.046980 -0.1 0.0 -0.1 0.478
C 1.741919 1.852376 1.048620 -0.1 0.0 -0.2 -1.262
N 1.123719 2.977576 1.699920 0.1 -0.1 0.0 0.621
C 1.946319 3.789076 2.568620 0.0 0.2 0.3 -0.784
C 1.081619 4.377876 3.670320 0.0 0.1 -0.3 -0.038
C -0.040781 5.148076 2.996520 0.3 0.0 0.3 -0.833
N -0.746181 4.301676 2.057920 -0.1 0.1 0.1 0.819
C -2.110681 4.685276 1.772920 -0.2 -0.1 -0.2 -1.077
C -0.150181 3.312776 1.355320 0.1 0.0 0.0 -0.326
O -0.729881 2.707176 0.441720 0.0 -0.1 0.0 -0.452
H 2.246419 1.239676 1.798420 0.1 -0.1 0.0 0.454
H 2.474819 2.185276 0.305720 0.0 -0.1 -0.1 0.566
H 0.954719 1.264476 0.571720 0.3 0.0 0.1 -0.195
H 2.429119 4.597276 1.999220 0.0 -0.1 0.0 0.248
H 2.736519 3.158976 2.983620 -0.1 0.0 0.0 0.385
H 1.664119 5.035276 4.313820 0.0 0.0 0.0 0.427
H 0.662819 3.572576 4.273520 0.0 0.0 0.1 -0.213
H 0.369719 6.024576 2.472220 -0.1 0.0 0.1 0.222
H -0.761681 5.499276 3.737520 0.0 0.0 -0.1 0.415
H -2.688381 4.687076 2.698620 0.0 0.0 0.0 0.476
H -2.545181 3.959576 1.088520 0.0 0.2 0.1 0.012
H -2.146481 5.679376 1.316020 0.0 0.0 0.0 0.375
```
Positions in Å, forces in eV/Å.

---

[2]
C4H5Cl2OP | wB97M-V/def2-TZVPD

The energy above the lowest of the compared OMol25 structures with the same formula, charge and spin is 2.699 eV. As for the molar mass: 170.96 g mol⁻¹. The energy comes out at -40587.31160 eV. Its spin multiplicity is 1. The net charge is +2. The HOMO energy (alpha / beta) comes out at -18.4 / -18.4 eV. The gap between HOMO and LUMO (alpha / beta) comes out at 6.38 / 6.38 eV.

XYZ file:
```
13
Properties=species:S:1:pos:R:3:forces:R:3:mulliken_charge:R:1
C -0.628934 -1.194949 0.521906 -1.1 -0.9 1.1 0.382
C -1.981831 -1.312005 0.201644 -2.3 3.3 -0.9 -0.455
C 0.180772 0.802223 -0.274302 1.0 2.3 -1.1 0.339
C 1.380541 1.403588 -0.273063 1.6 -1.6 1.3 -0.864
O 0.211867 -0.311818 0.449616 0.8 0.0 0.9 -0.124
P -3.210392 -0.128863 -0.103421 0.7 -0.7 0.9 0.937
Cl -5.106798 -0.567459 -0.259548 1.3 0.0 0.0 0.081
Cl -2.918538 1.755609 0.342383 -0.3 -0.8 -0.3 0.077
H -0.277787 -1.981613 1.110590 0.6 -1.7 0.7 0.430
H -2.364726 -2.262286 0.368359 -1.0 -1.9 -0.2 0.383
H -0.757510 1.076933 -0.800472 1.2 -0.3 0.1 0.220
H 1.591982 2.038735 -1.059258 0.2 2.1 -1.1 0.309
H 2.353595 1.131378 0.370294 -2.7 0.2 -1.3 0.284
```
Positions in Å, forces in eV/Å.